No. 1
{
  "formula": "C33H44O33",
  "method": "the ωB97M-V functional and the def2-TZVPD basis",
  "largest_force_ev_per_a": 15.21,
  "total_energy_ev": -102474.9387,
  "spin_multiplicity": 1,
  "species": ["C", "C", "O", "C", "O", "O", "H", "H", "H", "H", "C", "C", "O", "C", "O", "O", "H", "H", "H", "H", "C", "C", "O", "C", "O", "O", "H", "H", "H", "H", "C", "C", "O", "C", "O", "O", "H", "H", "H", "H", "C", "C", "O", "C", "O", "O", "H", "H", "H", "H", "C", "C", "O", "C", "O", "O", "H", "H", "H", "H", "C", "C", "O", "C", "O", "O", "H", "H", "H", "H", "C", "C", "O", "C", "O", "O", "H", "H", "H", "H", "C", "C", "O", "C", "O", "O", "H", "H", "H", "H", "C", "C", "O", "C", "O", "O", "H", "H", "H", "H", "C", "C", "O", "C", "O", "O", "H", "H", "H", "H"],
  "coordinates": [[-3.721352, 2.137323, 0.743040], [-3.517491, 1.378459, -0.578940], [-4.754922, 0.879738, -0.781761], [-5.684102, 1.619340, -0.218298], [-6.926084, 1.354027, -0.327310], [-5.081729, 2.458966, 0.652337], [-3.075004, 3.012053, 0.670992], [-3.368648, 1.634042, 1.643266], [-2.771018, 0.588647, -0.494849], [-3.186986, 2.045281, -1.375305], [-2.202930, -0.404291, -2.804429], [-1.923673, -0.882015, -4.175163], [-3.191165, -0.816679, -4.757603], [-4.128788, -0.736329, -3.836895], [-5.379129, -0.805977, -4.051294], [-3.548731, -0.672024, -2.757444], [-1.863682, 0.614331, -2.616249], [-1.720078, -1.200799, -2.238266], [-1.477594, -1.876406, -4.193130], [-1.082006, -0.284140, -4.524779], [1.505659, -0.016901, -4.999461], [2.583890, -0.555138, -3.994291], [1.777162, -1.238258, -3.074838], [0.490419, -0.812411, -3.218648], [-0.427604, -1.016635, -2.415507], [0.357534, -0.092324, -4.280439], [1.468941, -0.679796, -5.863938], [1.805503, 0.988360, -5.295505], [3.227124, 0.249918, -3.639004], [3.319437, -1.191211, -4.486719], [4.375492, -0.531784, -0.737732], [3.758123, 0.014300, 0.591554], [4.275270, 1.362015, 0.561005], [4.892127, 1.646915, -0.633184], [5.530976, 2.657230, -0.895736], [4.804221, 0.605087, -1.418157], [3.598426, -1.079486, -1.270912], [5.107725, -1.316656, -0.548228], [4.252264, -0.490332, 1.421779], [2.681639, -0.102743, 0.466813], [-1.654420, 1.294325, 4.356070], [-2.768114, 0.893729, 5.214379], [-2.812599, 1.855693, 6.276508], [-2.099102, 2.942227, 5.966196], [-2.027741, 3.905728, 6.672858], [-1.500098, 2.639584, 4.747709], [-1.912342, 1.031506, 3.330153], [-0.823775, 0.642194, 4.625995], [-2.622147, -0.126822, 5.568292], [-3.719584, 0.938507, 4.684479], [-1.410615, -2.233372, 3.044809], [-0.744164, -3.363696, 3.781097], [-1.635079, -3.794546, 4.831927], [-2.601365, -2.871193, 5.003131], [-3.526556, -2.966578, 5.896640], [-2.463940, -1.837453, 3.943046], [-1.811299, -2.751675, 2.173648], [-0.819473, -1.359201, 2.771882], [0.272039, -3.164402, 4.121239], [-0.448341, -4.102178, 3.035959], [3.201063, -3.455505, -0.821090], [1.867948, -2.688759, -0.404371], [2.300685, -1.914762, 0.724241], [3.360002, -2.606197, 1.359469], [3.954137, -2.193937, 2.382618], [3.853859, -3.614274, 0.484334], [3.855137, -2.921242, -1.510179], [3.162953, -4.500506, -1.128710], [0.978142, -3.284589, -0.201051], [1.640167, -2.069767, -1.272164], [0.118745, 2.698464, -5.678517], [-0.732715, 1.468963, -5.736182], [-1.326413, 1.557969, -4.450265], [-0.548943, 2.409320, -3.604187], [-0.593580, 2.403835, -2.389719], [0.401136, 3.010447, -4.301801], [-0.442259, 3.587325, -5.967144], [1.014513, 2.470286, -6.256135], [-0.105263, 0.596860, -5.920153], [-1.355190, 1.492997, -6.630636], [2.082751, -0.211370, 3.587541], [1.138745, -0.960892, 2.613991], [1.376121, -2.310447, 3.004396], [2.180219, -2.453261, 4.034432], [2.490476, -3.465952, 4.555071], [2.517013, -1.264754, 4.522280], [1.584453, 0.624360, 4.078808], [2.965691, 0.162683, 3.069280], [1.518250, -0.758655, 1.612404], [0.089867, -0.705539, 2.764829], [-0.728211, 0.391524, -0.912732], [0.116088, -0.759687, -0.500557], [-0.269193, -0.906302, 0.833219], [-0.958889, 0.106362, 1.287134], [-1.411289, 0.342978, 2.475356], [-1.342570, 0.797913, 0.251287], [-1.577849, 0.118529, -1.538576], [-0.127691, 1.221434, -1.285196], [1.193492, -0.616816, -0.583612], [-0.397771, -1.547915, -1.050763], [0.341927, 3.112697, 0.731671], [0.979729, 2.180462, 1.764013], [2.060492, 1.693230, 1.022242], [1.613684, 1.657395, -0.276077], [2.056141, 0.973066, -1.137473], [0.651086, 2.468094, -0.509665], [0.774803, 4.099486, 0.895849], [-0.720025, 3.312784, 0.874241], [0.356939, 1.414133, 2.225502], [1.190893, 2.821456, 2.619958]],
  "forces_ev_per_angstrom": [[2.037, 0.542, -1.267], [1.508, 0.099, 1.072], [-1.989, -1.516, -2.104], [-5.569, -2.201, 0.847], [5.572, 2.110, 0.465], [-1.140, 0.727, 0.562], [-0.481, 0.521, 0.255], [-0.876, -0.421, 0.095], [-2.257, 0.282, -0.333], [-0.152, 0.279, -0.242], [-3.878, -2.768, -2.301], [0.263, -0.333, -0.920], [0.796, 0.023, -4.100], [-7.368, -0.883, -4.326], [5.013, 0.356, 0.636], [-1.564, 1.691, 6.942], [-1.499, -0.181, -1.343], [-4.684, 0.594, 0.765], [-0.815, -0.800, -0.065], [-3.588, -0.783, -1.324], [4.694, -0.694, -0.630], [0.694, 0.821, -2.328], [-1.028, -0.249, 0.572], [0.457, -1.421, 3.240], [12.161, -0.495, -9.125], [1.760, 0.653, 1.442], [-0.268, 0.100, -0.153], [-0.440, -0.158, 0.129], [-0.645, 0.137, 1.113], [-0.480, -0.622, 0.056], [-1.473, -1.121, 1.246], [2.469, 0.070, -1.767], [0.811, 0.530, -0.683], [1.583, 2.232, 1.702], [-2.027, -2.007, 0.630], [0.630, -1.326, -2.002], [0.002, 0.812, -0.496], [0.927, 0.598, -0.144], [-0.667, 0.570, -0.026], [1.708, 0.824, 0.899], [-1.016, 0.862, 3.321], [-1.663, -0.977, 0.914], [-0.429, -0.523, 0.751], [-0.058, -1.510, -0.195], [0.454, -0.344, -1.412], [1.212, 2.714, 0.079], [-1.117, 3.685, 2.981], [0.893, 0.571, 0.113], [-0.373, 0.350, 0.506], [-0.219, 0.019, 0.120], [-1.285, -1.363, 0.895], [1.887, -0.380, 0.290], [-0.447, 0.991, -0.664], [-3.580, -0.057, 1.880], [5.072, 1.242, -5.093], [-0.599, -1.849, 2.310], [-0.664, 0.750, -0.415], [-1.941, -2.551, 0.956], [-1.662, -0.089, 1.431], [-0.913, -0.908, 0.317], [-0.762, -1.087, 2.141], [2.174, -1.400, -2.000], [1.947, -4.531, -0.977], [3.113, 0.878, 0.538], [-2.647, -2.486, -4.350], [-1.127, 2.520, 1.568], [-0.196, 0.112, 0.218], [-0.762, 0.229, -0.418], [0.360, -0.293, 0.419], [0.358, -0.401, 0.830], [0.284, 1.270, -1.197], [0.345, 1.334, -0.716], [-0.269, 2.190, 0.968], [0.070, -1.705, 0.982], [-1.813, 1.490, -4.422], [-0.069, -0.919, -0.417], [0.309, -0.159, -0.917], [0.219, 1.039, 0.153], [-1.049, 0.420, 0.011], [-0.936, 0.317, 0.664], [0.133, -0.862, 0.370], [2.726, 1.910, 2.814], [-0.706, -0.098, -2.867], [0.817, 1.331, 1.654], [-0.052, -1.247, -0.134], [-0.235, 2.169, -0.271], [0.138, -0.298, 0.520], [0.019, -0.054, 0.192], [-0.857, 0.096, 1.791], [2.817, 0.518, 0.776], [1.094, 0.522, 0.364], [-2.197, -0.458, 1.829], [-0.496, -0.784, 2.154], [-3.366, 0.207, 0.998], [3.548, -4.595, -10.743], [1.327, 2.777, 3.813], [1.834, 0.648, 2.822], [-1.347, -1.819, -0.209], [-1.121, -0.204, -0.101], [1.750, -1.118, 3.174], [-0.977, 0.557, 1.645], [-1.543, 1.896, 0.924], [-1.443, 0.039, -0.517], [2.062, 0.659, 1.046], [1.135, -0.299, -1.467], [-0.153, 3.307, 2.248], [0.600, -0.023, -0.954], [-0.102, -0.662, -0.406], [0.249, -0.009, -0.593], [1.051, -0.152, -0.031]],
  "lowdin_charge": [-0.0895, -0.1461, 0.0992, -0.4743, 0.0941, 0.0939, 0.1254, 0.1268, 0.1102, 0.1511, -0.2169, -0.1033, 0.1362, -0.5891, 0.0958, 0.1735, 0.1298, 0.1171, 0.1658, 0.0663, -0.0901, -0.0574, 0.0862, -0.3829, -0.0791, -0.0214, 0.1628, 0.1339, 0.1362, 0.1447, -0.1027, -0.1047, 0.0598, -0.5339, 0.1386, 0.0844, 0.0803, 0.1422, 0.1293, 0.0832, -0.1856, -0.1181, 0.0785, -0.5290, 0.1518, 0.0500, -0.0221, 0.1360, 0.1188, 0.1416, -0.1265, -0.0971, 0.0937, -0.3546, 0.0714, 0.0079, 0.1431, 0.0466, 0.0987, 0.1416, -0.0485, -0.0790, -0.1284, -0.3427, 0.1406, 0.0447, 0.1066, 0.1347, 0.1578, 0.0786, -0.0950, -0.1239, 0.0055, -0.4087, 0.1401, 0.1172, 0.1509, 0.1353, 0.1023, 0.1640, -0.0157, -0.1206, 0.0052, -0.6809, 0.1983, 0.1011, 0.1262, 0.1167, 0.0973, 0.0642, -0.1636, -0.1204, 0.0615, -0.4291, -0.0258, 0.0619, 0.0499, 0.0980, 0.1084, 0.1437, -0.0184, -0.0893, 0.0489, -0.5619, 0.1626, 0.0567, 0.1476, 0.1382, 0.1052, 0.1596]
}

=====

No. 2
{
  "formula": "C33H44OPPdSb3",
  "method": "the ωB97M-V functional and the def2-TZVPD basis",
  "largest_force_ev_per_a": 2.29,
  "total_energy_ev": -69349.3111,
  "spin_multiplicity": 1,
  "charge": 2,
  "species": ["Pd", "C", "Sb", "C", "C", "C", "C", "C", "C", "C", "C", "C", "Sb", "C", "C", "H", "H", "H", "H", "H", "H", "H", "H", "H", "H", "H", "H", "H", "H", "H", "H", "H", "H", "H", "H", "C", "P", "C", "C", "O", "H", "H", "H", "H", "H", "H", "H", "H", "H", "C", "C", "C", "C", "C", "C", "Sb", "C", "C", "C", "C", "C", "C", "C", "C", "C", "C", "C", "C", "H", "H", "H", "H", "H", "H", "H", "H", "H", "H", "H", "H", "H", "H", "H"],
  "coordinates": [[-0.378419, 0.664854, 0.184024], [4.184981, -0.151846, -0.089676], [2.281881, 0.708554, 0.491724], [1.890981, 1.140154, -1.635676], [3.120381, 2.651654, 1.343824], [3.270681, 3.720154, 0.365524], [4.480881, 3.845854, -0.324476], [4.683181, 4.849054, -1.246176], [3.651881, 5.748754, -1.533076], [2.441181, 5.632654, -0.889976], [2.228981, 4.654154, 0.092024], [0.981081, 4.677754, 0.825824], [-0.574019, 3.241854, 0.012824], [-2.241819, 4.390254, 0.736724], [-0.749019, 3.814654, -2.056176], [4.716781, 0.597754, -0.671376], [4.015181, -1.040146, -0.692176], [4.756181, -0.414746, 0.792024], [2.196881, 2.159854, -1.874476], [0.813881, 1.003754, -1.876276], [2.468481, 0.433654, -2.230676], [4.077781, 2.310454, 1.725124], [2.453581, 2.885454, 2.168824], [5.279781, 3.156554, -0.093676], [5.637181, 4.949454, -1.739376], [3.818781, 6.540154, -2.244976], [1.648281, 6.334154, -1.099676], [0.447981, 5.612254, 0.701524], [1.067181, 4.423954, 1.877424], [-2.081119, 5.423154, 0.439124], [-2.317419, 4.337554, 1.821324], [-3.153219, 4.021554, 0.274524], [-1.123719, 4.834654, -2.100076], [-1.459219, 3.146954, -2.542576], [0.213981, 3.754554, -2.558776], [-4.082519, -0.836646, 0.725624], [-3.311419, 0.777754, 1.043024], [-2.111119, 0.595354, 2.442324], [-4.613419, 1.873254, 1.678324], [-2.657619, 1.329854, -0.197776], [-4.321519, -1.338146, 1.659324], [-3.424719, -1.460246, 0.120324], [-4.997819, -0.653346, 0.165824], [-2.658719, 0.421654, 3.365024], [-1.536419, 1.529954, 2.543324], [-1.427619, -0.259546, 2.281124], [-5.224419, 1.354254, 2.412124], [-5.237919, 2.177054, 0.840924], [-4.177319, 2.755254, 2.141424], [3.860981, -4.356946, -0.072176], [3.510281, -3.528546, 0.980124], [2.337781, -2.793146, 0.919024], [1.508081, -2.896546, -0.189976], [1.856781, -3.734646, -1.236376], [3.031981, -4.464946, -1.174776], [-0.362619, -1.833646, -0.267776], [-1.394219, -2.731446, -1.921176], [-1.421219, -4.117846, -1.984576], [-2.059519, -4.743046, -3.042376], [-2.660419, -3.983946, -4.033176], [-2.642219, -2.602046, -3.961776], [-2.009319, -1.968146, -2.901676], [-1.268319, -2.893246, 1.377424], [-0.729119, -2.776746, 2.653124], [-1.245619, -3.529946, 3.694124], [-2.318419, -4.377146, 3.470224], [-2.883319, -4.458846, 2.209224], [-2.358219, -3.723846, 1.162024], [4.780581, -4.915846, -0.030676], [4.145181, -3.456946, 1.849724], [2.076581, -2.151246, 1.756124], [1.211381, -3.831446, -2.097276], [3.297581, -5.120046, -1.988776], [-0.946119, -4.702146, -1.208876], [-2.085119, -5.821446, -3.090176], [-3.148419, -4.471846, -4.862776], [-3.117919, -2.013846, -4.731476], [-2.000319, -0.883746, -2.845276], [0.108281, -2.105946, 2.833824], [-0.808319, -3.454846, 4.679024], [-2.712719, -4.971746, 4.277224], [-3.733719, -5.097546, 2.032624], [-2.787719, -3.812646, 0.173324]],
  "forces_ev_per_angstrom": [[-0.265, 0.476, -0.263], [-0.281, -0.606, 0.503], [0.125, 1.574, -1.558], [-0.318, 0.136, 0.207], [-0.677, -1.419, 0.362], [-0.460, 1.164, -1.066], [-0.351, -0.115, 0.232], [-0.311, 0.495, -0.291], [0.690, -0.407, -0.114], [-0.083, -0.400, 0.583], [1.821, -0.231, -0.772], [-1.958, -1.183, -0.113], [0.611, 1.862, 0.220], [0.101, -0.539, 0.077], [0.167, -0.325, 0.285], [-0.287, 0.287, 0.025], [-0.102, -0.020, 0.022], [0.079, -0.065, 0.117], [0.024, 0.021, 0.003], [0.727, 0.172, -0.024], [0.033, 0.001, 0.041], [0.057, -0.045, 0.140], [0.074, -0.001, 0.100], [0.149, -0.078, 0.009], [0.085, 0.002, -0.046], [-0.019, 0.089, -0.127], [-0.087, 0.158, -0.017], [0.007, 0.231, 0.162], [-0.041, 0.093, 0.145], [0.148, 0.022, -0.043], [-0.003, 0.012, -0.003], [-0.002, -0.020, 0.003], [0.001, 0.031, 0.106], [0.015, -0.005, 0.060], [0.016, -0.011, 0.048], [0.222, 0.663, -0.001], [-0.716, -0.738, 1.865], [-0.334, 0.027, -0.594], [0.410, -0.312, -0.328], [1.527, -0.146, -0.682], [0.003, -0.097, 0.085], [-0.027, 0.049, 0.073], [-0.088, -0.022, -0.054], [-0.086, -0.050, 0.152], [-0.247, -0.299, 0.035], [-0.390, 0.391, 0.111], [-0.041, -0.100, 0.059], [-0.102, 0.040, -0.042], [0.034, 0.026, -0.006], [0.024, -0.029, -0.034], [-0.046, 0.088, 0.073], [-0.107, 0.113, 0.180], [-0.417, 0.450, -0.217], [-0.094, 0.027, -0.154], [0.091, -0.055, -0.035], [0.009, -1.865, 0.515], [0.380, 0.534, 0.447], [0.102, -0.108, 0.096], [0.043, -0.083, 0.070], [-0.059, -0.007, -0.048], [-0.003, 0.131, 0.022], [-0.001, 0.281, -0.014], [0.093, 0.412, -0.421], [0.199, 0.130, -0.108], [0.087, 0.082, 0.118], [-0.010, 0.020, 0.006], [-0.103, -0.084, 0.029], [0.083, 0.046, -0.177], [0.127, -0.126, 0.012], [0.071, 0.010, 0.093], [0.006, -0.057, -0.018], [0.016, -0.006, -0.115], [0.040, -0.070, -0.113], [0.016, -0.155, 0.005], [0.010, -0.073, -0.014], [-0.049, -0.046, -0.066], [-0.038, 0.052, -0.063], [-0.008, -0.053, -0.043], [-0.069, -0.101, 0.076], [0.019, -0.005, 0.067], [-0.074, -0.068, 0.130], [-0.090, -0.135, 0.005], [-0.096, -0.039, 0.008]],
  "lowdin_charge": [0.0521, -0.2405, 1.3727, -0.3054, -0.2545, -0.3040, -0.0425, -0.0524, -0.0494, -0.0370, -0.3034, -0.2498, 1.4138, -0.2649, -0.2442, 0.0276, 0.0135, 0.0208, 0.0105, -0.0296, 0.0186, 0.0667, 0.0474, 0.1142, 0.1137, 0.1142, 0.1181, 0.0640, 0.0633, 0.0243, 0.0168, 0.0070, 0.0249, 0.0182, 0.0089, -0.1376, 0.5832, -0.1907, -0.1514, -0.5014, 0.0710, 0.0183, 0.0715, 0.0696, 0.0332, 0.0010, 0.0693, 0.0708, 0.0450, -0.0540, -0.0733, -0.1960, -0.3744, -0.1187, -0.0523, 1.5251, -0.3769, -0.1531, -0.0493, -0.0497, -0.0612, -0.1247, -0.3698, -0.1507, -0.0607, -0.0536, -0.0570, -0.1455, 0.1165, 0.1163, 0.0674, 0.0918, 0.1171, 0.1076, 0.1190, 0.1181, 0.1146, 0.0963, 0.0889, 0.1148, 0.1157, 0.1162, 0.0900]
}